Entry 1:
Entry from OMol25: a 3-piece molecular cluster, C4H7NO overall in a non-equilibrium geometry (wB97M-V/def2-TZVPD).

The geometry in XYZ format:
```
13
Properties=species:S:1:pos:R:3:forces:R:3
C -1.119180 -0.039589 -1.209400 0.13 0.07 -0.09
C -0.129310 0.640718 -1.786184 -0.20 -0.08 0.06
C 1.078132 0.251832 1.661649 -0.29 0.14 0.11
O -0.041585 0.642807 1.889228 0.54 -0.12 -0.13
C 1.243572 0.406617 -1.432508 0.93 -0.17 0.28
N 2.344055 0.223068 -1.117948 -1.07 0.18 -0.32
H -2.153852 0.160704 -1.468110 0.15 -0.01 0.01
H -0.931461 -0.801612 -0.460161 -0.01 0.14 -0.13
H -1.775104 -1.832179 1.585293 0.02 0.01 0.04
H -0.311643 1.413601 -2.525919 0.03 -0.10 0.08
H 1.948965 0.931472 1.659578 -0.10 -0.05 0.03
H 1.294482 -0.809604 1.433495 -0.06 0.09 0.05
H -1.447071 -1.187836 1.770986 -0.07 -0.10 -0.01
```
Forces are in eV/Å.

Properties
SMILES: C=CC#N.[H][H].C=O
Energy relative to the best compared isomer or geometry (same formula, charge and spin), eV: 3.399
Orbital gap, eV: 10.5736
Highest occupied orbital energy, eV: -10.239

Mulliken atomic charge list, values in e, 6 entries:
1. C -0.5088
2. C -0.1235
3. C -0.2562
4. O -0.3922
5. C 0.3147
6. N -0.4275

=====

Entry 2:
Entry from OMol25: C4H7NO as an isolated structure in a non-equilibrium geometry (wB97M-V/def2-TZVPD).

The geometry in XYZ format:
```
13
Properties=species:S:1:pos:R:3:forces:R:3
O 1.258589 -0.420738 1.492691 0.24 -0.31 -0.09
C 0.418230 -0.143563 0.432232 0.01 0.19 0.03
C -0.498250 -1.111878 -0.308701 -1.30 1.37 -0.34
N -0.842030 0.458132 -0.864379 -0.47 -0.11 0.50
C -0.810615 0.763198 0.584746 -0.05 0.53 0.62
C 0.669574 0.578570 -0.881958 0.10 0.26 -0.17
H 1.894316 -1.094345 1.226887 0.05 0.00 0.03
H -0.651311 -1.149021 -1.370563 1.60 -2.81 -0.74
H -1.213518 -1.624982 0.347523 -0.27 0.34 -0.55
H -0.685590 1.826352 0.782147 0.18 0.15 0.34
H -1.690927 0.342651 1.080274 0.27 0.24 0.23
H 1.186600 0.015228 -1.672390 -0.27 0.17 0.14
H 1.006016 1.615152 -0.835168 -0.09 0.00 -0.01
```
Forces are in eV/Å.

Properties
Energy relative to the best compared isomer or geometry (same formula, charge and spin), eV: 5.304
Orbital gap, eV: 10.1374
Highest occupied orbital energy, eV: -9.377

Mulliken atomic charge list, values in e, 6 entries:
1. O -0.5437
2. C 0.3519
3. C -0.7223
4. N -0.4566
5. C -0.3904
6. C -0.3303

=====

Entry 3:
Entry from OMol25: C4H7NO in the gas phase in a non-equilibrium geometry (wB97M-V/def2-TZVPD).

The geometry in XYZ format:
```
13
Properties=species:S:1:pos:R:3:forces:R:3
O 1.315846 -0.068154 1.289941 0.65 0.44 -1.70
C 1.157652 0.180955 -0.282277 0.91 0.10 1.24
C 0.000275 -0.667700 -0.856379 0.41 0.13 1.00
C -0.975103 -0.358526 0.294971 0.08 -0.16 1.13
C -1.816454 0.786627 -0.026535 -0.47 0.76 0.18
N -2.410441 1.750803 -0.279104 0.59 -1.04 0.20
H 1.455401 0.727785 1.844964 -0.01 -0.26 -1.08
H 2.151386 -0.105046 -0.560122 0.38 0.18 -0.69
H 0.900079 1.231420 -0.479057 0.47 -0.24 0.36
H 0.246201 -1.733386 -0.937824 0.02 0.23 0.38
H -0.337528 -0.378151 -1.883942 0.41 0.27 1.05
H -0.168373 -0.149034 1.217087 -2.83 -0.29 -1.79
H -1.518945 -1.217588 0.658280 -0.61 -0.13 -0.27
```
Forces are in eV/Å.

Properties
SMILES: N#CCCCO
Energy relative to the best compared isomer or geometry (same formula, charge and spin), eV: 2.841
Orbital gap, eV: 10.5702
Highest occupied orbital energy, eV: -9.930

Mulliken atomic charge list, values in e, 6 entries:
1. O -0.6245
2. C -0.4888
3. C -0.5251
4. C -0.5163
5. C 0.3311
6. N -0.4750

=====

Entry 4:
Entry from OMol25: C4H7NO in the gas phase in a non-equilibrium geometry (wB97M-V/def2-TZVPD).

The geometry in XYZ format:
```
13
Properties=species:S:1:pos:R:3:forces:R:3
C -1.827901 -0.396874 0.308493 -0.21 0.13 0.35
C 0.063556 -0.548474 -0.886355 0.60 -0.32 -0.88
O -0.443958 -0.037884 0.315260 -0.47 -0.52 -0.47
C 1.988752 1.153775 0.808591 0.50 0.18 -0.01
C 1.902430 0.482736 -0.303367 -0.38 -0.04 0.19
N 1.483343 -0.210206 -1.227971 -0.53 0.37 1.00
H -2.422318 0.435879 -0.084038 -0.01 -0.07 0.15
H -2.081921 -1.289088 -0.296143 0.43 0.28 0.24
H -2.080502 -0.619003 1.340482 -0.28 0.15 0.07
H -0.537631 -0.149391 -1.707022 0.00 -0.33 -0.22
H 0.033077 -1.638520 -0.809811 -0.09 -0.05 -0.46
H 2.241001 0.627462 1.718035 0.21 0.16 0.00
H 1.682072 2.189584 0.823847 0.23 0.04 0.06
```
Forces are in eV/Å.

Properties
SMILES: C=C=NCOC
Energy relative to the best compared isomer or geometry (same formula, charge and spin), eV: 3.368
Orbital gap, eV: 10.0160
Highest occupied orbital energy, eV: -9.050

Mulliken atomic charge list, values in e, 6 entries:
1. C -0.7782
2. C -0.3244
3. O -0.2419
4. C -0.6923
5. C 0.5588
6. N -0.5963